(1)
The following is a quantum chemistry calculation of a 7-piece molecular cluster, C31H62Cl6F8O overall in a non-equilibrium geometry, from the OMol25 dataset.

Structure (XYZ):
```
108
Properties=species:S:1:pos:R:3:forces:R:3
C -0.6427 -2.8741 1.4362 0.930 -1.147 0.169
C -1.8551 -3.1930 2.2717 -1.099 0.105 -0.758
C -3.1578 -3.4055 1.3895 2.531 1.586 -2.318
F -3.0272 -4.3164 0.3253 0.370 0.441 1.520
F -4.1689 -3.7003 2.1045 -2.351 -1.394 1.956
F -1.6325 -4.1784 3.1154 0.785 -2.991 -0.119
F -2.1098 -2.2386 3.1712 -0.798 2.476 -0.259
O -0.8216 -1.7109 0.6518 1.117 0.964 -0.732
C 0.1358 -0.6442 0.8563 -1.809 -3.428 -2.014
C -0.3619 0.5948 0.1664 -2.019 1.967 -1.320
F 0.3701 1.6420 0.5124 1.577 0.796 0.962
F -0.4401 0.6989 -1.1849 0.363 -1.483 -0.108
F 0.0348 -0.3886 2.1107 1.235 0.980 2.904
F 1.3707 -1.0559 0.4991 -0.326 0.425 0.397
H -0.4087 -3.7582 0.8433 -0.543 0.100 -0.754
H 0.2211 -2.9441 2.0973 0.081 1.085 0.338
H -3.3553 -2.4519 0.9000 0.187 0.209 -0.124
H -1.3646 0.8352 0.5198 -0.240 -0.685 0.275
C 9.3816 7.4037 -1.6328 -0.184 -1.424 -0.072
C 8.3952 6.4960 -2.4400 0.744 1.828 1.041
C 6.9795 7.0976 -2.4606 0.816 -0.726 -1.007
C 6.1683 6.2183 -3.4274 -1.932 -0.513 1.657
C 5.7034 4.8608 -2.7918 0.242 0.807 -0.682
C 4.5058 4.2619 -3.5594 1.595 0.213 -0.387
H 10.3941 7.0001 -1.6319 0.200 0.056 -0.622
H 9.1780 7.3192 -0.5653 -0.568 0.785 0.067
H 9.3740 8.4032 -2.0675 0.037 0.094 0.505
H 8.8192 6.4633 -3.4436 -0.296 -0.520 -0.138
H 8.3268 5.5219 -1.9557 0.237 -0.178 -0.366
H 6.9512 8.1357 -2.7916 0.365 0.078 -0.249
H 6.6307 7.1482 -1.4291 -0.499 -0.412 -0.035
H 5.1784 6.6488 -3.5785 0.065 0.688 -0.440
H 6.6279 6.0802 -4.4061 0.214 0.039 0.140
H 6.5444 4.1715 -2.7175 -0.116 -0.253 -0.065
H 5.3631 5.0687 -1.7773 0.143 0.046 0.169
H 3.6452 4.9300 -3.5248 -0.325 -0.529 0.682
H 4.7218 4.2485 -4.6277 0.293 -0.239 -0.167
H 4.4460 3.2245 -3.2304 -1.026 0.140 -0.011
C -2.1106 -6.2215 -4.4089 -2.233 -0.439 -0.674
C -3.3558 -6.0530 -5.3422 0.555 2.026 -0.728
C -4.2252 -4.7603 -5.1281 -0.738 -1.692 0.462
C -5.5733 -4.6921 -5.9203 -0.268 -0.769 1.485
C -5.5224 -3.9936 -7.2462 -0.342 -0.348 -0.681
C -6.8493 -3.4036 -7.8468 0.660 -0.061 0.948
H -2.5426 -6.4628 -3.4376 0.532 0.008 0.308
H -1.4622 -5.3475 -4.3477 0.048 -0.254 -0.200
H -1.6930 -7.1222 -4.8589 0.901 0.177 0.566
H -2.9623 -5.9571 -6.3542 -0.014 -0.347 -0.308
H -3.9622 -6.9581 -5.3090 -0.126 0.112 0.125
H -3.6601 -3.8362 -5.2501 0.160 -0.093 -0.058
H -4.5267 -4.8464 -4.0842 0.076 0.440 0.281
H -6.0157 -5.6844 -6.0088 0.520 -0.590 -0.484
H -6.3363 -4.3520 -5.2201 0.044 1.196 -0.054
H -4.6917 -3.2902 -7.1889 -0.433 0.718 -0.125
H -5.1123 -4.7464 -7.9194 -0.150 0.006 -0.500
H -7.4397 -2.8517 -7.1155 0.576 0.624 0.306
H -6.5716 -2.7486 -8.6727 -0.395 -0.093 -0.083
H -7.6346 -4.1091 -8.1183 0.630 -0.617 -0.578
C 7.0513 1.8923 2.3729 -0.208 -0.086 -1.127
C 7.9204 2.0920 1.0939 -0.647 0.017 1.054
C 9.3942 1.7331 1.2086 -0.106 -0.238 -1.993
C 10.2739 2.7049 1.9056 0.884 0.633 0.136
C 11.7573 2.7176 1.3695 0.081 -1.119 1.343
C 12.5423 1.3613 1.6660 -0.384 1.070 0.195
H 6.2276 2.6026 2.3029 0.189 0.397 0.496
H 7.6722 2.0315 3.2579 -0.351 0.071 0.118
H 6.4927 0.9572 2.4140 0.591 -0.442 0.080
H 7.5033 1.6207 0.2039 -0.224 -0.280 0.205
H 7.8233 3.1604 0.9007 0.425 0.163 -0.255
H 9.7169 1.7526 0.1676 0.223 -0.293 -0.313
H 9.6198 0.7244 1.5545 -0.409 -0.167 0.113
H 9.9026 3.7230 1.7886 -0.187 0.108 -0.131
H 10.1232 2.4644 2.9580 0.944 0.322 0.427
H 11.7864 2.9158 0.2981 -0.342 -0.094 -0.069
H 12.2650 3.5725 1.8161 0.121 -0.101 0.209
H 13.5807 1.4472 1.9861 0.216 0.673 -0.476
H 12.1388 0.8916 2.5630 -0.571 -0.370 -0.330
H 12.5395 0.7218 0.7834 -0.256 -0.252 0.299
C -9.0906 -1.5548 4.9563 0.741 -0.347 0.864
C -9.7996 -0.7893 3.8805 -0.962 0.801 -0.362
C -11.2800 -1.1559 3.7504 0.073 -1.837 -0.626
C -12.0683 -1.1804 5.0926 0.443 0.815 -2.725
C -13.5776 -1.0248 4.7909 -0.058 0.188 2.100
C -14.3145 -1.3143 6.1546 -0.870 0.084 -1.770
H -8.0856 -1.1491 5.0729 -0.038 0.232 0.399
H -8.8959 -2.6236 4.8666 -0.403 -0.186 -0.893
H -9.6445 -1.5172 5.8943 0.259 0.464 0.170
H -9.8070 0.2687 4.1427 0.322 0.231 0.326
H -9.2452 -0.8012 2.9421 -0.204 -0.371 -0.205
H -11.3030 -2.1449 3.2929 0.061 -0.783 0.440
H -11.8406 -0.7046 2.9318 0.171 1.261 0.320
H -11.7261 -2.0463 5.6593 -0.619 0.012 0.178
H -11.7202 -0.2629 5.5671 -0.263 -0.043 0.690
H -13.7559 -0.0189 4.4108 0.156 0.289 0.338
H -14.0276 -1.6288 4.0031 0.514 -0.597 0.082
H -15.3254 -0.9087 6.1956 -0.013 0.451 -0.116
H -14.5333 -2.3799 6.0860 0.540 -0.228 0.923
H -13.7852 -0.9525 7.0362 0.156 -0.434 -0.132
C -2.7509 3.2073 5.1538 -0.115 0.842 -1.432
Cl -3.6251 2.2125 3.9379 0.251 0.106 0.471
Cl -1.2014 2.5887 5.5556 0.956 -0.914 0.346
Cl -3.7094 3.5390 6.5488 -0.509 0.015 0.507
H -2.5033 4.1407 4.6484 -0.574 -0.067 0.086
C 5.4053 -4.5661 -0.5677 0.128 -0.300 -0.200
Cl 5.2525 -6.2789 0.1535 0.346 1.868 -0.815
Cl 5.0591 -4.5344 -2.3328 -0.135 -0.335 0.971
Cl 6.9828 -3.7749 -0.3408 -0.182 -0.673 0.267
H 4.7127 -3.9078 -0.0434 -0.160 -0.547 -0.220
```
Positions in Å, forces in eV/Å.

Calculated values
Multiplicity: 1
Gap between HOMO and LUMO in hartree: 0.3861
Energy relative to the best compared isomer or geometry (same formula, charge and spin) in kJ/mol: 437.6
HOMO level in Ha: -0.3816

(2)
The following is a quantum chemistry calculation of C9H12BrCuN2O4 as an isolated structure, from the OMol25 dataset.

Structure (XYZ):
```
29
Properties=species:S:1:pos:R:3:forces:R:3
Cu 0.0901 0.3690 0.0725 -0.402 -0.010 0.049
O 5.6752 -0.3896 2.3393 -0.135 0.002 0.023
C 4.4966 -0.3094 1.7185 0.208 0.009 0.163
C 4.3543 -0.2318 0.3349 0.157 -0.041 -0.106
C 3.0902 -0.1476 -0.1861 -0.218 0.028 -0.060
N 1.9803 -0.1365 0.5733 0.127 0.018 -0.017
C 2.1478 -0.2203 1.8964 -0.112 -0.050 -0.046
Br 0.5570 -0.2376 2.9076 -0.023 -0.018 0.000
C 3.3613 -0.3048 2.5226 0.036 -0.038 0.182
H 6.4052 -0.3901 1.7120 0.121 -0.007 -0.080
H 5.2156 -0.2415 -0.3223 -0.054 0.004 0.034
H 2.9397 -0.0863 -1.2557 -0.018 0.014 0.013
H 3.4466 -0.3740 3.5982 0.001 0.006 -0.065
C -3.7258 -1.2029 -0.1407 0.200 0.018 0.112
O -2.3426 -0.8646 0.1946 0.001 0.021 -0.139
C -1.7650 0.1057 -0.4970 0.366 -0.277 0.410
O -2.2669 0.7523 -1.3729 -0.085 0.375 -0.292
H -3.8085 -2.2757 -0.0186 0.018 -0.048 0.029
H -3.9472 -0.9067 -1.1569 -0.004 0.037 -0.135
H -4.3755 -0.6895 0.5586 -0.065 0.062 0.049
C 0.0782 4.6523 0.8657 -0.039 0.021 -0.099
C -0.2478 3.3844 0.1302 0.374 -0.334 0.327
N -0.9852 3.4794 -0.9688 -0.141 -0.240 -0.021
O 0.1919 2.2953 0.5829 -0.413 0.486 -0.473
H 0.3178 5.4609 0.1739 -0.026 -0.036 0.039
H 0.9109 4.4816 1.5401 0.005 -0.021 -0.016
H -0.7926 4.9515 1.4522 0.015 -0.006 -0.006
H -1.3274 4.3789 -1.2625 0.002 -0.011 0.011
H -1.3727 2.6516 -1.4176 0.103 0.036 0.114
```
Positions in Å, forces in eV/Å.

Calculated values
Multiplicity: 2
Expectation value of S²: 0.753
Gap between HOMO and LUMO (spin up / spin down) in hartree: 0.3619 / 0.2826
Energy relative to the best compared isomer or geometry (same formula, charge and spin) in kJ/mol: 35.2
HOMO level (spin up / spin down) in Ha: -0.4566 / -0.4706
Charge: +1

(3)
The following is a quantum chemistry calculation of a 2-piece molecular cluster, C2HN2O2 overall in a non-equilibrium geometry, from the OMol25 dataset.

Structure (XYZ):
```
7
Properties=species:S:1:pos:R:3:forces:R:3
C 0.4899 1.0269 0.2486 -0.200 0.247 0.147
C -1.8160 -0.2035 -0.0292 -1.157 -0.285 0.732
N -0.9658 -0.4312 0.7347 4.724 0.261 1.690
N 1.4439 0.2218 -0.0225 -1.809 -4.273 0.177
O 2.6576 0.2665 -0.4800 0.203 0.996 0.110
O -2.8402 -0.0740 -0.5558 -2.782 0.771 -2.670
H 1.0305 -0.8065 0.1042 1.021 2.283 -0.186
```
Positions in Å, forces in eV/Å.

Calculated values
Multiplicity: 1
Gap between HOMO and LUMO in hartree: 0.3170
Energy relative to the best compared isomer or geometry (same formula, charge and spin) in kJ/mol: 432.8
HOMO level in Ha: -0.1642
Charge: -1

(4)
The following is a quantum chemistry calculation of an isolated molecule of C4H3NO in a non-equilibrium geometry, from the OMol25 dataset.

Structure (XYZ):
```
9
Properties=species:S:1:pos:R:3:forces:R:3
O 0.2678 -1.3239 1.6925 0.501 0.284 1.127
C 0.4701 -0.3492 -0.4460 -0.726 0.165 -1.395
C -0.4660 0.5715 -0.9405 0.382 -0.044 0.070
C -1.2974 1.3217 -1.3972 0.098 0.056 0.018
C 0.9165 -0.4163 0.9040 -0.393 -0.311 -0.057
N 1.9279 0.2897 0.9919 -0.063 -0.214 0.123
H -0.5008 -0.8680 2.0562 -0.174 -0.188 0.130
H 0.6830 -1.2344 -1.0471 0.285 0.397 -0.112
H -2.0010 2.0090 -1.8137 0.089 -0.145 0.097
```
Positions in Å, forces in eV/Å.

Calculated values
Multiplicity: 1
Gap between HOMO and LUMO (spin up / spin down) in hartree: 0.3210 / 0.3054
Energy relative to the best compared isomer or geometry (same formula, charge and spin) in kJ/mol: 386.0
HOMO level (spin up / spin down) in Ha: -0.3591 / -0.3303